Record 1
Below is 10 unconnected molecules or ions with the total composition C36H100N8O10, with properties calculated with ωB97M-V/def2-TZVPD.

Summary:
* 2S+1: 1
* HOMO: -8.633 eV

Each atom is followed by the atoms it is bonded to, with distances in Å.
Positions of all 154 atoms, in Å:
1 C 0.4752 7.3366 4.5375  O2 1.447, H7 1.090, H8 1.090, H9 1.090
2 O 1.0143 6.0820 4.0581  C1 1.447, C3 1.369
3 C 0.1134 5.1802 3.5587  O2 1.369, C4 1.499, H10 1.090, H11 1.090
4 C 0.8340 3.9510 3.0918  C3 1.499, C5 1.515, N6 1.465, H12 1.090
5 C 0.0780 2.9452 2.2484  C4 1.515, H13 1.090, H14 1.090, H15 1.090
6 N 1.3906 3.1991 4.2199  C4 1.465, H16 1.010, H17 1.010
7 H -0.4540 7.2491 5.1006  C1 1.090
8 H 0.3315 7.9342 3.6373  C1 1.090
9 H 1.1959 7.8873 5.1420  C1 1.090
10 H -0.6908 4.9436 4.2554  C3 1.090
11 H -0.3658 5.6236 2.6859  C3 1.090
12 H 1.6759 4.2930 2.4898  C4 1.090
13 H -0.3481 3.5613 1.4566  C5 1.090
14 H -0.6728 2.4581 2.8706  C5 1.090
15 H 0.7049 2.2361 1.7077  C5 1.090
16 H 2.0528 2.4641 4.0166  N6 1.010
17 H 2.0440 3.8765 4.5862  N6 1.010
18 C -5.8869 -3.4191 4.2675  O19 1.388, H24 1.090, H25 1.090, H26 1.090
19 O -4.6724 -3.5844 3.6160  C18 1.388, C20 1.389
20 C -3.8311 -2.4795 3.5991  O19 1.389, C21 1.555, H27 1.090, H28 1.090
21 C -4.1314 -1.4277 2.4932  C20 1.555, C22 1.551, N23 1.406, H29 1.090
22 C -4.0497 -2.0678 1.0830  C21 1.551, H30 1.090, H31 1.090, H32 1.090
23 N -3.2079 -0.3690 2.5414  C21 1.406, H33 1.010, H34 1.010
24 H -6.4091 -4.3673 4.3953  C18 1.090
25 H -6.5441 -2.6699 3.8262  C18 1.090
26 H -5.6572 -3.1772 5.3052  C18 1.090
27 H -3.8346 -1.9351 4.5434  C20 1.090
28 H -2.8109 -2.8537 3.5135  C20 1.090
29 H -5.1200 -0.9813 2.6004  C21 1.090
30 H -4.8919 -2.7361 0.9037  C22 1.090
31 H -3.1663 -2.6962 0.9694  C22 1.090
32 H -3.9201 -1.3306 0.2906  C22 1.090
33 H -3.6518 0.3253 1.9574  N23 1.010
34 H -3.3654 0.0843 3.4301  N23 1.010
35 C 2.9741 -2.9164 -1.6098  O36 1.385, H41 1.090, H42 1.090, H43 1.090
36 O 2.1528 -3.5800 -0.7131  C35 1.385, C37 1.464
37 C 0.7884 -3.7931 -1.1977  O36 1.464, C38 1.607, H44 1.090, H45 1.090
38 C -0.1257 -4.6506 -0.1919  C37 1.607, C39 1.505, N40 1.453, H46 1.090
39 C -1.4408 -4.9719 -0.8490  C38 1.505, H47 1.090, H48 1.090, H49 1.090
40 N -0.3879 -3.8069 0.9619  C38 1.453, H50 1.010, H51 1.010
41 H 3.0740 -3.4900 -2.5313  C35 1.090
42 H 3.9936 -2.9568 -1.2264  C35 1.090
43 H 2.6802 -1.9083 -1.9021  C35 1.090
44 H 0.2923 -2.8667 -1.4871  C37 1.090
45 H 0.9322 -4.2374 -2.1825  C37 1.090
46 H 0.3971 -5.5945 -0.0378  C38 1.090
47 H -1.3343 -5.4050 -1.8436  C39 1.090
48 H -1.9325 -4.0186 -1.0429  C39 1.090
49 H -2.0529 -5.6035 -0.2053  C39 1.090
50 H 0.4929 -3.7138 1.4472  N40 1.010
51 H -0.6546 -2.8654 0.7121  N40 1.010
52 C -5.4972 2.4217 1.7908  O53 1.430, H58 1.090, H59 1.090, H60 1.090
53 O -4.9621 1.5524 0.7898  C52 1.430, C54 1.447
54 C -5.4104 1.9476 -0.5285  O53 1.447, C55 1.513, H61 1.090, H62 1.090
55 C -4.6326 1.1762 -1.5718  C54 1.513, C56 1.508, N57 1.459, H63 1.090
56 C -3.1347 1.3239 -1.4767  C55 1.508, H64 1.090, H65 1.090, H66 1.090
57 N -5.0899 1.4612 -2.9280  C55 1.459, H67 1.010, H68 1.010
58 H -5.3267 3.4720 1.5542  C52 1.090
59 H -5.0677 2.1201 2.7461  C52 1.090
60 H -6.5614 2.2124 1.8992  C52 1.090
61 H -6.4831 1.8250 -0.6775  C54 1.090
62 H -5.1848 3.0066 -0.6536  C54 1.090
63 H -4.8843 0.1519 -1.2970  C55 1.090
64 H -2.6860 0.6616 -2.2171  C56 1.090
65 H -2.7294 1.1337 -0.4829  C56 1.090
66 H -2.8240 2.3582 -1.6246  C56 1.090
67 H -4.3848 1.0849 -3.5456  N57 1.010
68 H -4.7974 2.4217 -3.0369  N57 1.010
69 C 3.4683 -7.4216 3.1198  O70 1.432, H75 1.090, H76 1.090, H77 1.090
70 O 4.1158 -6.1778 2.8277  C69 1.432, C71 1.443
71 C 3.1688 -5.1061 2.6374  O70 1.443, C72 1.573, H78 1.090, H79 1.090
72 C 3.9627 -3.8412 2.1424  C71 1.573, C73 1.513, N74 1.453, H80 1.090
73 C 5.0471 -3.3807 3.0921  C72 1.513, H81 1.090, H82 1.090, H83 1.090
74 N 3.1134 -2.7270 1.7577  C72 1.453, H84 1.010, H85 1.010
75 H 2.9731 -7.5280 4.0850  C69 1.090
76 H 4.2298 -8.1993 3.0621  C69 1.090
77 H 2.6908 -7.6738 2.3988  C69 1.090
78 H 2.4374 -5.4695 1.9155  C71 1.090
79 H 2.5415 -4.8223 3.4824  C71 1.090
80 H 4.4987 -4.1562 1.2471  C72 1.090
81 H 4.6144 -2.9693 4.0040  C73 1.090
82 H 5.5676 -2.5208 2.6704  C73 1.090
83 H 5.8040 -4.1196 3.3550  C73 1.090
84 H 2.5225 -2.6072 2.5681  N74 1.010
85 H 2.5190 -3.1815 1.0792  N74 1.010
86 C 1.3186 4.2786 -1.1201  O87 1.441, H92 1.090, H93 1.090, H94 1.090
87 O 2.2060 4.5819 -0.0265  C86 1.441, C88 1.401
88 C 2.1558 5.9526 0.2564  O87 1.401, C89 1.568, H95 1.090, H96 1.090
89 C 3.2473 6.2982 1.3274  C88 1.568, C90 1.574, N91 1.434, H97 1.090
90 C 3.2083 7.8282 1.6942  C89 1.574, H98 1.090, H99 1.090, H100 1.090
91 N 4.5696 5.9646 0.8827  C89 1.434, H101 1.010, H102 1.010
92 H 1.5826 4.8845 -1.9868  C86 1.090
93 H 0.2666 4.4787 -0.9169  C86 1.090
94 H 1.3941 3.2290 -1.4044  C86 1.090
95 H 2.4171 6.4860 -0.6575  C88 1.090
96 H 1.1675 6.2997 0.5581  C88 1.090
97 H 3.0640 5.6737 2.2017  C89 1.090
98 H 2.1749 8.0546 1.9568  C90 1.090
99 H 3.6240 8.4423 0.8953  C90 1.090
100 H 3.9531 7.9633 2.4785  C90 1.090
101 H 4.8676 6.6499 0.2033  N91 1.010
102 H 4.4174 5.0654 0.4489  N91 1.010
103 C -1.1948 -2.3398 -3.7055  O104 1.354, H109 1.090, H110 1.090, H111 1.090
104 O -0.7723 -3.5004 -4.2605  C103 1.354, C105 1.420
105 C 0.1763 -3.3938 -5.3122  O104 1.420, C106 1.544, H112 1.090, H113 1.090
106 C 0.6925 -4.7308 -5.8858  C105 1.544, C107 1.569, N108 1.473, H114 1.090
107 C 1.6458 -5.5657 -4.9604  C106 1.569, H115 1.090, H116 1.090, H117 1.090
108 N 1.5661 -4.3347 -7.0034  C106 1.473, H118 1.010, H119 1.010
109 H -0.4519 -1.6138 -3.3751  C103 1.090
110 H -1.7797 -2.4076 -2.7882  C103 1.090
111 H -1.8489 -1.7865 -4.3794  C103 1.090
112 H -0.2122 -2.8164 -6.1510  C105 1.090
113 H 1.0458 -2.8543 -4.9366  C105 1.090
114 H -0.1589 -5.3344 -6.2002  C106 1.090
115 H 1.1627 -5.7117 -3.9943  C107 1.090
116 H 2.5079 -4.9737 -4.6531  C107 1.090
117 H 1.9629 -6.5432 -5.3238  C107 1.090
118 H 2.2347 -3.6786 -6.6257  N108 1.010
119 H 2.1609 -5.0902 -7.3123  N108 1.010
120 C 1.5902 0.8229 -4.4149  O121 1.456, H126 1.090, H127 1.090, H128 1.090
121 O 0.5522 1.0142 -5.4177  C120 1.456, C122 1.436
122 C 0.6995 2.1765 -6.2476  O121 1.436, C123 1.534, H129 1.090, H130 1.090
123 C 0.8756 3.5463 -5.5800  C122 1.534, C124 1.503, N125 1.472, H131 1.090
124 C -0.2697 3.8720 -4.6632  C123 1.503, H132 1.090, H133 1.090, H134 1.090
125 N 0.9916 4.5918 -6.6101  C123 1.472, H135 1.010, H136 1.010
126 H 2.5613 1.0643 -4.8470  C120 1.090
127 H 1.4755 -0.1821 -4.0087  C120 1.090
128 H 1.4903 1.5598 -3.6180  C120 1.090
129 H 1.5246 1.9645 -6.9275  C122 1.090
130 H -0.1844 2.2278 -6.8833  C122 1.090
131 H 1.7797 3.3969 -4.9897  C123 1.090
132 H -0.2845 4.8746 -4.2356  C124 1.090
133 H -0.2837 3.1311 -3.8638  C124 1.090
134 H -1.1923 3.7532 -5.2314  C124 1.090
135 H 0.0791 4.6874 -7.0324  N125 1.010
136 H 1.1227 5.4523 -6.0978  N125 1.010
137 C 0.5248 0.3422 -0.5386  C138 1.536, H140 1.090, H141 1.090, H142 1.090
138 C 0.1018 -0.5507 0.6381  C137 1.536, O139 1.372, H143 1.090, H144 1.090
139 O -1.0940 -1.1838 0.4121  C138 1.372, H145 0.960
140 H 0.1332 -0.0939 -1.4576  C137 1.090
141 H 1.5808 0.5963 -0.6302  C137 1.090
142 H -0.0195 1.2855 -0.5816  C137 1.090
143 H -0.1096 0.0626 1.5140  C138 1.090
144 H 0.8382 -1.2879 0.9580  C138 1.090
145 H -1.6083 -1.1527 1.2221  O139 0.960
146 C 0.3570 -0.0899 4.4917  C147 1.540, H149 1.090, H150 1.090, H151 1.090
147 C 0.2824 -1.6059 4.2307  C146 1.540, O148 1.401, H152 1.090, H153 1.090
148 O 1.5613 -2.1761 4.1818  C147 1.401, H154 0.960
149 H 1.0261 0.4298 3.8059  C146 1.090
150 H 0.8875 0.0749 5.4295  C146 1.090
151 H -0.6652 0.2838 4.5524  C146 1.090
152 H -0.1097 -1.7438 3.2230  C147 1.090
153 H -0.3090 -2.1093 4.9954  C147 1.090
154 H 2.0272 -2.0760 5.0152  O148 0.960



Record 2
Below is 2 unconnected molecules or ions with the total composition C2H4N2O2, with properties calculated with ωB97M-V/def2-TZVPD.

Summary:
* 2S+1: 1
* HOMO: -8.983 eV

Each atom is followed by the atoms it is bonded to, with distances in Å.
Positions of all 10 atoms, in Å:
1 N -0.4831 0.2104 -0.7582  C2 1.320, H5 1.025
2 C 0.6969 -0.1601 -0.2961  N1 1.320, O3 1.322, O4 1.337
3 O 1.1816 -1.3673 -0.5335  C2 1.322, H6 0.971
4 O 1.6237 0.6882 0.1615  C2 1.337, H7 0.971
5 H -0.8499 -0.3551 -1.5302  N1 1.025
6 H 2.1168 -1.3808 -0.2718  O3 0.971
7 H 1.2114 1.5631 0.2479  O4 0.971
8 C -1.7411 0.3132 0.7782  N9 1.179, H10 1.144
9 N -2.9180 0.3817 0.7518  C8 1.179
10 H -0.8382 0.1067 1.4503  C8 1.144



Record 3
Below is C3H7N2P3 in the gas phase, with properties calculated with ωB97M-V/def2-TZVPD.

Summary:
* 2S+1: 1
* HOMO: -6.508 eV

Each atom is followed by the atoms it is bonded to, with distances in Å.
Positions of all 15 atoms, in Å:
1 C -0.4485 0.2722 1.0386  C2 1.334, N4 1.395, H9 1.044
2 C -0.8104 1.5436 1.2162  C1 1.334, N5 1.335, H10 1.163
3 C 1.2534 1.5522 0.6471  N4 1.356, N5 1.347, H11 1.191
4 N 0.8486 0.2636 0.5244  C1 1.395, C3 1.356, P7 1.881
5 N 0.2377 2.3494 1.0320  C2 1.335, C3 1.347, H14 1.013
6 P -0.7582 -1.3645 -2.2676  P8 2.191, H12 1.509, H13 1.468
7 P 1.9039 -1.1422 -0.1449  N4 1.881, P8 2.083
8 P 0.6122 -2.5264 -1.0130  P6 2.191, P7 2.083, H15 1.339
9 H -1.0107 -0.6076 1.0376  C1 1.044
10 H -1.8256 1.8931 1.6621  C2 1.163
11 H 2.3141 1.9239 0.2536  C3 1.191
12 H -1.7380 -2.4280 -1.8347  P6 1.509
13 H -0.5051 -2.2134 -3.4382  P6 1.468
14 H 0.3353 3.2579 1.4695  N5 1.013
15 H -0.4088 -2.7739 -0.1826  P8 1.339



| no. | electronic energy (eV) | Kohn-Sham gap (eV) | molar mass (g mol⁻¹) |
| --- | --- | --- | --- |
| 1 | -71342.44236 | 8.96 | 805.242 |
| 2 | -9211.50259 | 8.95 | 88.066 |
| 3 | -34068.30701 | 6.77 | 164.025 |